C11H16F9N4O6RuS3 | ωB97M-V/def2-TZVPD

Atoms and positions in Å:
Ru (-0.461770, 0.181933, 0.255710)
C (1.440401, 2.149844, 1.743347)
N (-0.010943, 1.870853, 1.617096)
C (-0.662548, 3.148866, 1.253134)
C (-0.501908, 1.409134, 2.934454)
C (-1.792831, 0.643315, 2.765555)
N (-1.560804, -0.553606, 1.916030)
C (-2.887056, -1.134579, 1.578669)
C (-0.794232, -1.573721, 2.673139)
H (1.609979, 2.815621, 2.594981)
H (1.809180, 2.623429, 0.839900)
H (1.983091, 1.218458, 1.900702)
H (-0.348999, 3.915209, 1.967745)
H (-1.742320, 3.055855, 1.259139)
H (-0.348887, 3.434621, 0.252062)
H (-0.641423, 2.259819, 3.609111)
H (0.263255, 0.770708, 3.374556)
H (-2.538168, 1.255314, 2.259684)
H (-2.197335, 0.333088, 3.733337)
H (-3.441722, -1.308326, 2.504487)
H (-2.758199, -2.074655, 1.052681)
H (-3.432896, -0.444563, 0.942325)
H (-1.269836, -1.737819, 3.643813)
H (0.236807, -1.261250, 2.813704)
H (-0.784379, -2.506385, 2.119826)
F (4.491693, 0.329260, -1.923263)
C (3.413308, 0.269959, -1.155860)
F (3.004638, -0.987854, -1.062403)
F (3.731487, 0.707495, 0.070748)
S (2.084853, 1.345706, -1.850960)
O (0.976018, 1.105039, -0.909402)
O (2.607159, 2.671431, -1.773056)
N (1.832206, 0.884939, -3.287405)
S (0.891908, -0.337467, -3.728738)
O (-0.033114, 0.080415, -4.726393)
O (0.457849, -1.137785, -2.620117)
C (2.138674, -1.357964, -4.620659)
F (1.545043, -2.469684, -5.047127)
F (2.629406, -0.697860, -5.662896)
F (3.142712, -1.691495, -3.808581)
S (-4.018001, 1.502793, -2.155140)
C (-2.866849, 1.303826, -1.091759)
N (-2.010315, 1.218059, -0.269950)
F (0.590086, -4.347011, -0.825677)
C (-0.494304, -3.624141, -1.083658)
F (-1.536062, -4.191889, -0.436792)
F (-0.744073, -3.657241, -2.383130)
C (-0.346507, -2.184426, -0.567755)
O (0.610030, -1.856658, 0.158010)
O (-1.264304, -1.368613, -0.843224)

Force components x, y, z for each atom (eV/Å):
-0.9 -0.2 0.4
0.0 -0.1 0.1
0.4 -0.3 0.0
0.1 0.0 -0.1
-0.1 0.0 0.0
0.1 0.0 0.0
0.0 0.0 -0.1
0.0 0.0 0.0
0.0 0.0 0.0
0.0 0.0 0.0
0.0 0.0 0.0
0.0 0.0 0.0
0.0 0.0 0.0
0.0 0.0 0.0
0.0 0.0 0.0
0.0 0.0 0.0
0.0 0.0 0.0
0.0 0.0 0.0
0.0 0.0 0.0
0.0 0.0 0.0
0.0 0.0 0.0
0.0 0.0 0.0
0.0 0.0 0.0
0.0 0.0 0.0
0.0 0.0 0.0
0.0 0.0 0.0
0.0 0.0 0.0
0.0 0.1 0.0
0.0 0.0 0.0
0.0 0.1 0.1
0.0 0.0 -0.2
0.0 -0.2 0.0
-0.2 -0.1 -0.2
0.2 0.1 -0.1
0.0 0.0 0.1
0.4 0.1 -0.6
0.0 0.0 0.0
0.0 0.0 0.0
0.0 0.0 0.0
0.0 0.0 0.0
-0.1 0.0 0.0
0.2 0.1 -0.1
-0.1 0.1 0.1
0.0 0.0 0.0
0.0 0.1 0.0
0.0 0.0 0.0
-0.1 -0.1 0.0
0.0 0.1 -0.1
0.1 0.4 0.4
0.0 -0.1 0.2

HOMO-LUMO gap (spin up / spin down) ... 8.39 / 6.70 eV
Molar mass ... 668.52 g mol⁻¹
LUMO (spin up / spin down) ... -0.543 / -2.121 eV
Total charge ... 0
Max |F| ... 0.01970 hartree/bohr
Spin multiplicity ... 2
E ... -89456.5231 eV



C26H29AsClN7O4S2Y | ωB97M-V/def2-TZVPD

Atoms and positions in Å:
Y (0.659781, -0.468530, -0.460188)
N (2.399185, -2.901475, -4.096753)
C (2.264069, -2.049782, -3.064642)
S (1.893769, -2.762011, -1.518827)
N (2.439438, -0.778094, -3.338730)
N (2.263073, 0.039347, -2.261894)
C (2.749089, 1.214697, -2.387425)
C (2.662661, 2.162858, -1.279789)
C (3.281292, 3.402887, -1.377839)
C (3.257605, 4.253180, -0.285718)
C (2.623252, 3.831945, 0.870738)
C (2.015860, 2.586966, 0.876629)
N (2.017953, 1.763244, -0.169675)
H (2.200422, -3.875404, -3.969282)
H (2.578860, -2.530474, -5.014374)
H (3.286886, 1.481302, -3.292910)
H (3.775623, 3.682865, -2.297771)
H (3.731658, 5.224268, -0.335215)
H (2.586702, 4.451761, 1.755084)
H (1.500632, 2.236172, 1.761294)
S (-2.695995, -3.449382, 2.269175)
C (-3.529052, -2.358134, 1.251784)
C (-2.642055, -1.551038, 0.621227)
N (-1.323013, -1.766625, 0.942078)
C (-1.223020, -2.742144, 1.798627)
H (-4.601723, -2.365982, 1.157052)
H (-2.899940, -0.780025, -0.087935)
H (-0.280062, -3.071137, 2.205513)
N (-2.762106, 3.446493, 5.099005)
C (-3.120375, 3.378741, 3.793037)
O (-4.131092, 3.876921, 3.349386)
C (-2.218964, 2.562864, 2.896493)
C (-1.394645, 1.540088, 3.351675)
C (-0.649777, 0.826621, 2.430304)
N (-0.676069, 1.089144, 1.119091)
C (-1.460292, 2.080748, 0.686550)
C (-2.252932, 2.830604, 1.537822)
H (-3.330605, 4.009994, 5.709250)
H (-1.846882, 3.178604, 5.410480)
H (-1.351794, 1.263410, 4.396764)
H (-0.006976, 0.009095, 2.733403)
H (-1.452268, 2.250902, -0.382670)
H (-2.903440, 3.606610, 1.159891)
Cl (-6.107237, 0.335229, -5.814708)
C (-4.716091, 0.174166, -4.794076)
C (-4.351962, -1.085750, -4.340905)
C (-3.242382, -1.207331, -3.522712)
C (-2.510085, -0.079136, -3.165065)
C (-2.887618, 1.175185, -3.632301)
C (-3.995592, 1.308795, -4.450312)
C (-1.331277, -0.222167, -2.272874)
O (-1.002531, -1.359105, -1.833133)
O (-0.667149, 0.810144, -1.924782)
H (-4.933910, -1.948444, -4.632871)
H (-2.927882, -2.175445, -3.156936)
H (-2.301778, 2.040600, -3.353520)
H (-4.305516, 2.273973, -4.824884)
C (3.018526, -2.356224, 3.729787)
As (2.789605, -2.419430, 1.829571)
C (2.171132, -4.184833, 1.388591)
C (4.482811, -2.071650, 1.016658)
O (1.668128, -1.238158, 1.422453)
H (3.704675, -3.140734, 4.047237)
H (2.050978, -2.506518, 4.206036)
H (3.416317, -1.384172, 4.013614)
H (1.917433, -4.714979, 2.305971)
H (2.953065, -4.721365, 0.854969)
H (1.302158, -4.112996, 0.738931)
H (5.207825, -2.806084, 1.366953)
H (4.806954, -1.071648, 1.299140)
H (4.356669, -2.144014, -0.061547)

Force components x, y, z for each atom (eV/Å):
-0.2 -0.2 0.3
0.1 0.1 0.0
-0.2 -0.1 0.0
0.1 0.0 0.1
0.0 0.0 0.1
0.2 0.0 -0.2
0.0 -0.1 0.0
0.0 0.0 0.0
0.0 0.0 0.1
0.0 0.0 0.0
0.0 0.0 0.0
0.0 0.0 0.0
-0.1 -0.1 -0.1
0.0 0.0 0.0
0.0 0.0 0.0
0.0 0.1 0.0
0.0 0.0 0.0
0.0 0.0 0.0
0.0 0.0 0.0
0.0 0.0 0.0
0.0 0.0 0.0
0.0 0.0 -0.1
0.0 0.0 0.0
0.1 -0.1 -0.2
0.1 0.1 0.0
0.0 0.0 0.0
0.0 0.0 0.0
0.0 0.0 0.0
0.1 0.0 0.0
-0.2 -0.2 0.0
0.1 0.1 0.0
0.1 0.1 0.0
0.0 0.0 0.0
-0.1 0.1 0.0
0.1 -0.2 0.1
0.0 0.0 0.0
0.0 0.0 0.0
0.0 0.0 0.0
0.0 0.0 0.0
0.0 0.0 0.0
0.0 0.0 0.0
0.0 0.0 0.0
0.0 0.0 0.0
0.0 0.0 0.0
-0.1 0.0 0.0
0.0 0.0 0.0
0.0 0.0 0.0
0.0 0.0 0.0
0.0 0.0 0.0
0.0 0.0 0.0
0.1 0.2 -0.1
0.0 0.1 -0.1
-0.1 0.0 0.1
0.0 0.0 0.0
0.0 0.0 0.0
0.0 0.0 0.0
0.0 0.0 0.0
0.0 0.0 0.0
0.0 0.2 -0.1
0.0 -0.1 0.1
0.0 0.0 0.0
0.0 0.1 0.0
0.0 0.0 0.0
0.0 0.0 0.0
0.0 0.0 0.0
0.0 0.0 0.0
0.0 0.0 0.0
0.0 0.0 0.0
0.0 0.0 0.0
0.0 0.0 0.0
0.0 0.0 0.0

HOMO-LUMO gap ... 7.52 eV
Molar mass ... 766.98 g mol⁻¹
LUMO ... -2.770 eV
Total charge ... +1
Max |F| ... 0.00892 hartree/bohr
E ... -142130.0599 eV



The following ΔE to the lowest compared entry with this formula, charge and spin values (in kcal/mol) correspond, in order, to the records above: 26.80; 12.86.